29
Properties=species:S:1:pos:R:3:forces:R:3:nbo_charge:R:1 method="wB97M-V/def2-TZVPD" gap_ev=9.2 charge=0 de_lowest_kj_mol=73.2 lumo_energy_ev=-0.444 homo_ev=-9.7 smiles="CC(C)COC(=O)OF.c1ccncc1" total_energy_ha=-769.64289
C 4.12912 -0.84957 1.23666 -0.4 0.1 0.4 -0.602
C 2.80679 -0.12136 0.96897 0.5 0.2 -0.2 -0.260
C 3.02654 1.11010 0.05856 -0.1 -0.3 0.1 -0.608
C 1.78006 -1.05712 0.34059 -0.2 0.3 -0.4 -0.069
O 0.99193 -1.77576 1.32504 0.2 0.0 0.1 -0.492
C 0.21623 -1.03303 2.09451 -0.3 -0.4 0.6 0.948
O 0.07065 -1.13663 3.26613 0.1 0.1 -0.3 -0.503
O -0.57801 -0.15419 1.32233 0.5 0.4 -0.1 -0.174
F -0.20410 1.14427 1.78249 -0.3 -0.3 0.0 -0.126
H 4.61573 -1.13582 0.30471 0.1 0.0 0.0 0.204
H 3.94372 -1.72985 1.85509 0.1 -0.1 -0.1 0.216
H 4.78625 -0.19772 1.81472 0.1 0.0 -0.2 0.214
H 2.45085 0.24888 1.93272 -0.3 -0.1 0.0 0.210
H 4.08331 1.37212 0.03451 0.0 0.1 0.0 0.214
H 2.45288 1.96351 0.41922 0.0 0.0 -0.1 0.221
H 2.71178 0.91405 -0.96815 0.1 0.0 0.0 0.206
H 1.11112 -0.51369 -0.32672 -0.1 0.0 0.1 0.199
H 2.27798 -1.82433 -0.25068 -0.1 -0.1 0.1 0.205
C -3.69769 -0.32652 -0.65424 0.0 0.0 0.0 -0.171
C -2.81866 0.74354 -0.67788 -0.1 0.1 -0.1 -0.261
C -2.86076 1.60396 -1.76535 0.0 0.0 0.0 0.031
N -3.69581 1.45931 -2.79159 0.0 0.0 0.0 -0.417
C -4.53277 0.42564 -2.75344 0.0 0.0 0.0 0.031
C -4.57504 -0.49141 -1.71364 0.0 0.0 0.0 -0.261
H -3.69853 -1.02026 0.17723 0.0 0.0 0.0 0.217
H -2.12161 0.90900 0.12648 0.0 0.1 0.0 0.227
H -2.19007 2.45473 -1.82091 0.0 0.0 0.0 0.190
H -5.20270 0.32992 -3.60095 0.0 0.0 0.0 0.191
H -5.27919 -1.31176 -1.73643 0.0 0.0 0.0 0.219


31
Properties=species:S:1:pos:R:3:forces:R:3:nbo_charge:R:1 method="wB97M-V/def2-TZVPD" gap_ev=9.8 charge=0 de_lowest_kj_mol=1.4 lumo_energy_ev=0.599 homo_ev=-9.2 smiles="COCCNS(=O)(=O)c1ccc(F)c(OC)c1" total_energy_ha=-1243.16830
C -4.89296 -1.91699 -1.36160 0.0 0.0 0.0 -0.250
O -4.34070 -1.48054 -0.14332 0.1 -0.1 0.1 -0.529
C -3.67411 -0.24505 -0.20189 0.2 0.1 0.1 -0.083
C -2.29468 -0.32418 -0.88166 -0.5 -0.5 0.1 -0.261
N -1.57248 0.92718 -0.87480 0.4 0.5 0.7 -0.860
S -0.85694 1.39104 0.57324 -0.1 -0.1 -0.6 2.310
O -1.68714 1.08944 1.70390 0.2 -0.3 0.0 -0.939
O -0.43745 2.74551 0.37166 0.1 0.0 -0.2 -0.939
C 0.56118 0.30774 0.57219 -0.6 0.2 0.2 -0.332
C 0.57875 -0.81789 1.36548 -0.1 0.1 0.1 -0.195
C 1.68669 -1.65221 1.30666 0.2 0.1 -0.2 -0.266
C 2.73030 -1.33050 0.46488 0.0 0.0 0.0 0.356
F 3.79937 -2.14413 0.41279 -0.2 0.2 0.0 -0.307
C 2.72579 -0.17881 -0.34213 -0.3 0.0 0.1 0.308
O 3.80854 0.03359 -1.11537 0.0 -0.4 0.2 -0.487
C 3.84411 1.19611 -1.91346 0.0 0.2 -0.1 -0.256
C 1.60285 0.63981 -0.27304 0.5 0.0 -0.2 -0.286
H -5.52892 -1.14289 -1.80804 0.0 0.0 0.0 0.164
H -4.12392 -2.20627 -2.08617 0.0 0.0 0.0 0.161
H -5.50055 -2.78810 -1.12385 0.0 0.0 -0.1 0.197
H -3.53459 0.07031 0.83462 -0.1 0.0 -0.2 0.223
H -4.29340 0.50177 -0.72460 0.0 0.0 0.0 0.150
H -2.39805 -0.64526 -1.92296 0.1 0.0 0.1 0.202
H -1.67537 -1.05230 -0.35359 -0.1 -0.2 -0.1 0.211
H -2.08856 1.69874 -1.27158 0.0 0.3 0.0 0.402
H -0.25275 -1.02033 2.01997 -0.1 -0.1 0.1 0.247
H 1.75269 -2.54606 1.90602 0.0 -0.1 0.0 0.239
H 3.77682 2.10080 -1.30297 0.0 0.0 0.0 0.183
H 3.03983 1.19480 -2.65473 0.0 0.0 0.0 0.180
H 4.80666 1.16943 -2.42086 -0.1 0.1 0.0 0.207
H 1.51146 1.54634 -0.84647 0.1 0.1 -0.2 0.251


27
Properties=species:S:1:pos:R:3:forces:R:3:nbo_charge:R:1 method="wB97M-V/def2-TZVPD" gap_ev=5.6 charge=+1 de_lowest_kj_mol=0.0 lumo_energy_ev=-4.827 homo_ev=-10.4 smiles="Cc1cccc(CC(F)=[PH3])c1C=[NH2+]" total_energy_ha=-885.00179
C 3.07454 0.61377 -0.45473 0.9 -2.4 2.4 -0.670
C 1.58969 0.76786 -0.59405 0.2 -0.3 0.1 0.091
C 1.13001 2.00986 -1.00202 -1.5 -0.2 -1.0 -0.232
C -0.26461 2.20722 -1.11982 0.8 -2.8 1.5 -0.069
C -1.17408 1.19792 -0.75788 2.4 -1.1 0.5 -0.251
C -0.75208 -0.10736 -0.39976 2.2 2.6 -0.2 0.199
C -1.65934 -1.18297 -0.05838 -1.6 -2.8 -0.3 -0.571
C -3.11924 -0.87678 -0.10369 -0.9 0.5 1.3 -0.187
F -3.62439 -0.21383 -1.23033 0.8 -0.3 -0.7 -0.386
P -3.94175 -0.08645 1.22175 -2.0 0.4 -4.4 0.718
C 0.67142 -0.30387 -0.29724 0.8 1.1 -1.3 -0.222
C 1.08018 -1.66394 -0.33909 2.8 1.9 2.4 0.282
N 2.15928 -2.31807 0.03353 -1.6 -1.6 -1.5 -0.645
H 3.31944 0.52475 0.70056 -0.5 -0.4 -2.0 0.232
H 3.65228 -0.24431 -1.01371 -1.3 1.8 0.9 0.235
H 3.49291 1.55967 -0.60541 1.0 1.2 -1.0 0.247
H 1.76456 2.77563 -1.45833 0.1 -0.3 0.7 0.241
H -0.67971 3.10279 -1.41763 -0.5 1.9 -0.7 0.227
H -2.18449 1.41126 -0.73035 -1.8 0.4 -0.2 0.233
H -1.47251 -2.08913 -0.75448 -0.4 1.2 0.6 0.230
H -1.51399 -1.69026 0.94265 0.2 0.9 -0.8 0.258
H -3.98211 1.19184 1.71261 0.5 1.1 1.0 -0.068
H -4.01112 -0.94424 2.20310 -0.2 -1.3 2.3 0.006
H -5.26981 0.11282 0.53115 1.4 -0.6 1.1 0.047
H 0.25720 -2.15604 -0.56591 -2.9 -3.5 -1.3 0.200
H 2.94151 -1.84023 0.32992 1.9 1.3 0.8 0.414
H 2.31437 -3.34664 -0.09198 -0.7 1.4 0.0 0.441


29
Properties=species:S:1:pos:R:3:forces:R:3:nbo_charge:R:1 method="wB97M-V/def2-TZVPD" gap_ev=7.7 charge=-1 de_lowest_kj_mol=100.1 lumo_energy_ev=3.107 homo_ev=-4.6 total_energy_ha=-1113.14422
C -1.64848 -0.00750 1.12322 -0.9 1.6 1.8 -0.617
C -1.23244 -0.77362 -0.13104 -0.3 0.9 -2.1 -0.158
C -0.73583 -2.14961 0.15230 1.2 -2.0 0.8 -0.644
C -2.42203 -0.80112 -1.16769 1.7 4.3 1.5 -0.595
C -0.10733 -0.05975 -0.83512 4.0 1.4 3.7 0.463
F 0.47069 -0.72521 -1.86728 -0.6 -0.5 -0.3 -0.360
C -0.38492 1.33804 -1.20803 0.3 0.4 -2.2 -0.297
C 0.17858 2.44682 -0.74371 0.0 1.6 2.3 -0.171
C 1.18352 2.49362 0.32691 0.1 -1.5 0.7 -0.299
C 1.73150 1.41905 0.95746 -2.4 0.3 0.5 -0.136
C 1.38439 0.01646 0.65015 -0.2 0.7 -4.0 -0.543
S 3.06864 -0.73379 0.18337 -1.8 0.5 1.7 2.414
O 3.74003 0.02524 -0.83809 0.2 0.2 -0.4 -0.994
O 3.64168 -0.62966 1.53072 0.6 -0.1 -0.4 -1.038
O 2.62828 -2.06144 -0.15865 0.3 -1.3 -0.7 -1.029
H -2.55097 -0.45178 1.62375 0.9 -0.3 -0.4 0.201
H -2.02239 1.09486 1.09986 0.9 -1.7 -1.0 0.223
H -0.80739 0.05180 1.85989 -0.8 -0.4 -0.6 0.234
H 0.42481 -2.19369 0.34743 -2.4 0.1 0.3 0.288
H -1.42072 -2.59917 0.94004 1.2 0.1 -0.7 0.196
H -0.77155 -2.78340 -0.75326 -0.4 0.3 0.3 0.217
H -2.61020 0.30773 -1.44830 0.0 -1.8 0.3 0.200
H -3.21016 -1.10445 -0.59619 -2.6 -1.2 1.0 0.196
H -2.25639 -1.33372 -2.03302 0.5 -1.4 -1.7 0.209
H -0.84880 1.45214 -2.19877 -0.8 -0.1 0.6 0.198
H -0.25953 3.50097 -0.81869 0.6 -1.6 -1.2 0.197
H 1.39897 3.47078 0.69447 0.4 0.6 0.2 0.189
H 2.26015 1.51504 1.90114 0.6 0.4 -0.4 0.220
H 1.17790 -0.72467 1.40714 -0.5 0.5 0.5 0.234


25
Properties=species:S:1:pos:R:3:forces:R:3:nbo_charge:R:1 method="wB97M-V/def2-TZVPD" gap_ev=9.7 charge=+1 de_lowest_kj_mol=517.2 lumo_energy_ev=-2.921 homo_ev=-12.6 smiles="C[C@H]1[C@@H]2C3=C[C@]34C[C@@H]4[N@@H+](C)[C@H]12" total_energy_ha=-443.71889
C -2.06077 -1.95199 -0.71603 0.7 -0.3 1.0 -0.626
C -1.20072 -0.72018 -0.72813 -0.4 -0.1 2.9 -0.201
C -1.53062 0.32802 0.40128 -1.2 -2.6 0.7 -0.259
C -1.33986 1.71550 0.16444 2.9 3.6 0.1 0.089
C -0.94556 3.01286 0.27138 -1.5 -4.8 -0.2 -0.099
C 0.06646 2.17803 -0.29209 -2.4 0.1 -0.2 -0.147
C 0.75433 1.86785 -1.53166 0.2 -1.0 0.2 -0.401
C 1.25233 1.44001 -0.07156 2.2 -0.1 -0.4 -0.074
N 1.14309 -0.00323 0.32087 -0.7 -2.6 -3.2 -0.362
C 1.83159 -0.46039 1.52675 2.8 4.5 1.8 -0.425
C -0.28074 -0.53860 0.44606 0.8 -0.5 -0.7 -0.045
H -1.70711 -2.55832 0.15696 -1.4 0.6 -0.2 0.218
H -1.91575 -2.65103 -1.49396 0.7 -0.4 -1.4 0.244
H -3.10154 -1.67963 -0.82945 -0.4 -0.1 0.8 0.242
H -1.07694 -0.20607 -1.59630 0.9 1.0 -2.5 0.235
H -2.32938 -0.13978 1.01488 0.5 1.1 0.0 0.261
H -1.20325 3.92750 0.63902 -0.6 2.3 0.8 0.242
H 1.24053 2.67914 -2.05401 0.5 -0.2 0.1 0.248
H 0.34051 1.06939 -2.16597 0.4 0.4 0.2 0.210
H 2.22449 1.78275 0.27648 -0.3 0.3 0.0 0.238
H 1.59100 -0.56952 -0.49476 -1.0 1.2 1.5 0.445
H 2.89521 0.14573 1.51161 -2.7 -1.4 0.5 0.237
H 1.16856 -0.14490 2.38021 1.2 -0.3 -0.6 0.240
H 2.12644 -1.47001 1.60624 -0.3 -1.3 -0.6 0.248
H -0.15515 -1.37495 1.16326 -0.9 0.6 -0.6 0.245


27
Properties=species:S:1:pos:R:3:forces:R:3:nbo_charge:R:1 method="wB97M-V/def2-TZVPD" gap_ev=9.0 charge=0 de_lowest_kj_mol=867.5 lumo_energy_ev=0.606 homo_ev=-8.4 total_energy_ha=-896.84491
C 1.59286 -3.02332 -3.64144 0.6 1.9 -0.6 -0.657
C 1.13884 -2.12115 -2.37201 -1.9 -3.5 0.8 -0.581
C -0.31918 -0.54425 -0.74299 0.7 -2.6 1.7 0.352
C -0.76465 1.30133 0.71951 -0.3 4.7 0.4 0.185
C 0.40463 1.13187 1.53687 -2.2 1.4 0.2 -0.316
C 0.78713 2.20794 2.51803 -1.0 -2.9 0.8 -0.173
C 0.13416 3.46373 2.51318 3.4 -1.2 1.3 -0.258
C -0.96787 3.53661 1.69923 -0.8 1.5 -1.1 -0.198
C -1.51163 2.58851 0.82319 8.8 -3.1 5.3 -0.232
C -1.04987 -1.87738 1.31301 4.4 0.2 -2.0 -0.436
H 0.88055 -4.17003 -3.66892 2.4 4.1 -0.4 0.255
H 1.34652 -1.96901 -4.47455 0.9 -4.4 1.3 0.228
H 3.00193 -3.32241 -3.57628 -4.8 1.0 -0.4 0.221
H 1.79983 -2.46882 -1.58664 0.3 1.0 0.4 0.224
H 0.11900 -2.57249 -1.92603 2.2 1.0 -1.4 0.252
H -1.62702 1.10030 -1.16762 1.1 -1.2 1.5 0.417
H 0.74635 0.10864 1.33278 1.1 0.7 1.1 0.239
H 1.27855 1.85572 3.53210 0.0 0.9 -2.6 0.226
H 0.69293 4.33909 3.15129 -2.2 -2.2 -1.6 0.236
H -1.35415 4.54108 1.71773 -1.0 0.2 -0.3 0.208
H -2.32711 2.80825 0.40357 -6.2 1.3 -3.7 0.191
H -1.79764 -1.18526 1.20054 -2.7 0.9 -0.2 0.197
H -1.26144 -2.98703 1.35039 0.3 1.7 0.3 0.229
H -0.40966 -1.35469 2.07963 -0.6 -1.6 0.0 0.217
N -1.17962 0.53957 -0.37893 0.6 -0.9 -1.6 -0.682
N -0.10077 -1.63037 0.02354 -2.1 3.0 -1.4 -0.505
S 0.74735 -0.29644 -2.37918 -1.0 -2.0 2.2 0.163